The following is a quantum chemistry calculation of a structure of composition C20H23B2F9MoN3O8, from the OMol25 dataset.

Positions of all 66 atoms, in Å:
Mo -0.23665 -1.39763 3.49039
O -0.64151 -4.93997 1.36641
C -0.13458 -4.29976 2.37821
O 0.09276 -3.08704 2.30798
C 0.11767 -5.14254 3.59385
O 1.08014 -4.55479 4.41132
C 0.72898 -4.42580 5.76989
C -0.15595 -3.23491 6.09121
O -0.65762 -3.06800 7.15937
O -0.30560 -2.36023 5.08162
H -1.09360 -4.28147 0.79564
H 0.41886 -6.14058 3.26334
H -0.86924 -5.23466 4.06878
H 1.65758 -4.27823 6.31782
H 0.23358 -5.31987 6.15649
C 0.54786 5.29398 -0.47469
C -0.79220 4.60988 -0.26715
N -0.64180 3.21343 0.18097
C -0.75556 2.93568 1.48204
C -0.58301 1.69221 2.03588
C -0.79220 1.58961 3.51693
O -0.95679 2.57539 4.18525
O -0.82595 0.36164 3.99013
C -0.23265 0.61302 1.19980
O -0.01121 -0.57106 1.57642
C -0.12697 0.90068 -0.22597
C 0.16557 -0.15259 -1.10433
C 0.25322 0.11197 -2.43618
F 0.50414 -0.88343 -3.31196
C 0.07432 1.40583 -2.95372
C -0.21489 2.43761 -2.09374
C -0.32674 2.19692 -0.71209
N 0.16599 1.66211 -4.36138
C -0.89716 1.01600 -5.12479
C -0.92475 1.57476 -6.53316
N 0.42837 1.37814 -7.16816
C 1.53092 1.98337 -6.33576
C 1.47074 1.38311 -4.94667
H 0.38783 6.32093 -0.80135
H 1.15383 4.78645 -1.22482
H 1.11352 5.31859 0.45620
H -1.40614 4.61523 -1.16702
H -1.36762 5.11740 0.50399
H -1.00266 3.75774 2.14274
H 0.30410 -1.15159 -0.71434
H -0.34555 3.42281 -2.51421
H -1.85930 1.22575 -4.65925
H -0.77820 -0.07800 -5.15710
H -1.10915 2.64759 -6.53096
H -1.65785 1.07270 -7.16127
H 0.43544 1.77830 -8.10707
H 0.60559 0.37577 -7.27366
H 1.35019 3.05644 -6.31885
H 2.47299 1.77105 -6.83736
H 2.24864 1.84153 -4.33716
H 1.68777 0.30601 -5.00208
F 1.69294 -1.06401 3.73966
B 3.19754 -1.73844 4.33421
F 2.83787 -2.08064 5.58831
F 3.36891 -2.74310 3.45538
F 3.98487 -0.66122 4.19781
F -4.25832 -2.31268 2.05664
B -2.98788 -2.75193 2.16900
F -2.32122 -2.82322 0.93362
F -2.80226 -3.90213 2.89497
F -2.23997 -1.67011 2.96400

Calculated values
Net charge = +1
HOMO level (spin up / spin down) = -10.797 / -11.682 eV
⟨S²⟩ = 2.010
2S+1 = 3
ΔE to the lowest compared entry with this formula, charge and spin = 30.9 kJ/mol
Total energy = -2559.15130 hartree